# C12H13F13N2O3

C12H13F13N2O3 in the gas phase in a non-equilibrium geometry (ωB97M-V/def2-TZVPD, OMol25).

CARTESIAN COORDINATES (ANGSTROEM)
C: -0.327099 0.103675 3.638797
O: -1.505617 -0.620881 0.898436
H: -0.705898 -4.478976 3.413745
H: 0.924591 -3.067427 5.208505
H: -1.694926 -3.677348 4.636893
C: 0.982998 -2.678265 4.193590
F: 1.286091 -1.956355 -2.589241
O: 1.099476 -2.336083 0.349082
N: -0.404106 -2.387228 3.664538
H: 1.317544 -0.098632 2.239181
H: -2.063777 -1.123788 3.640123
H: -2.074438 -3.436800 2.957375
O: 0.025524 1.360774 -3.319906
N: -0.393358 -0.934259 1.315071
H: -0.978865 0.936329 3.707185
H: -1.232892 -1.035853 5.145287
H: -0.508370 -1.793483 1.883665
C: 0.230303 0.093083 2.195165
C: 0.066899 2.297187 -4.426502
C: -0.523286 3.653407 -3.959771
C: 0.542287 -0.851876 -2.336601
F: 2.173178 0.497121 -3.489164
H: 0.510034 0.304357 4.316888
F: -0.755160 -1.276950 -2.418163
C: 0.831278 0.188182 -3.468641
F: -0.609269 4.494050 -6.268883
F: -1.167534 5.838627 -4.675931
H: 0.132117 1.110807 1.744235
F: -0.725571 1.799968 -5.383660
C: 0.524547 -1.281688 0.212777
H: 1.581342 -1.758439 4.209335
F: 0.545688 -0.426836 -4.676548
F: -1.861002 3.521779 -3.640009
C: 0.884854 -0.289657 -0.931590
H: 1.489526 -3.418241 3.532928
C: -1.251853 -3.568966 3.681404
F: 2.241794 -0.024145 -0.824717
C: -1.067500 -1.156890 4.076934
F: 1.319514 2.437338 -4.988019
F: 0.128803 4.021855 -2.812997
C: -0.313453 4.836791 -5.001398
F: 0.996669 5.279082 -4.981291
F: 0.328917 0.904656 -0.668105

Cartesian forces (eV/Å) of the 6 atoms listed first:
C 0.80 -0.65 -0.66
O -6.84 2.12 -2.93
H 0.05 0.30 0.05
H 0.11 -0.13 0.23
H -0.57 -0.51 1.27
C -1.16 0.45 -0.73

HOMO level	-8.369	eV
SMILES string	CN(C)CCC[N@@H+]([O-])C(=O)C(F)(F)C(F)(F)C(F)(F)OC(F)(F)C(F)(F)C(F)(F)F
gap between HOMO and LUMO	8.3	eV
E	-2098.4163	Ha